Version P
Formula: C5H6O2
Source: the Open Molecules 2025 dataset
Level of theory: ωB97M-V/def2-TZVPD

ORCA input file:
```
! RIJCOSX wB97M-V def2-TZVPD def2/J DEFGRID3
* xyz 0 1
O 2.04 -1.46 -0.25
C 1.65 -0.33 -0.40
C 0.27 0.13 -0.11
C -0.10 1.56 -0.32
O -1.29 1.93 -0.04
C -0.48 -0.58 1.05
C -0.87 -0.89 -0.33
H 2.31 0.47 -0.79
H -0.21 2.67 -0.55
H -1.12 0.07 1.63
H 0.14 -1.30 1.58
H -1.79 -0.45 -0.70
H -0.54 -1.82 -0.77
*
```

Values from the calculation:
SMILES string = O=CC1(C=O)CC1
lowest unoccupied orbital energy = 0.48 eV
HOMO energy = -9.367 eV

Löwdin population analysis, charges in e, atoms 1 to 6: atom 1 (O): 0.056, atom 2 (C): -0.214, atom 3 (C): -0.329, atom 4 (C): -0.117, atom 5 (O): -0.044, atom 6 (C): -0.051

Version Q
Formula: C5H6O2
Source: the Open Molecules 2025 dataset
Level of theory: ωB97M-V/def2-TZVPD

ORCA input file:
```
! RIJCOSX wB97M-V def2-TZVPD def2/J DEFGRID3
* xyz 0 1
C 0.43 2.49 0.29
C 0.09 1.40 -0.10
C -0.28 0.07 -0.57
C -1.52 -0.41 0.19
O -1.56 -0.44 1.40
C 0.91 -0.94 -0.38
O 0.77 -1.81 0.71
H 0.73 3.46 0.63
H -0.52 0.13 -1.64
H -2.38 -0.74 -0.42
H 1.84 -0.35 -0.32
H 0.99 -1.58 -1.27
H 0.50 -1.29 1.48
*
```

Values from the calculation:
SMILES string = C#C[C@H](C=O)CO
lowest unoccupied orbital energy = 0.65 eV
HOMO energy = -9.975 eV

Löwdin population analysis, charges in e, atoms 1 to 6: atom 1 (C): 0.136, atom 2 (C): -0.115, atom 3 (C): -0.255, atom 4 (C): -0.203, atom 5 (O): 0.071, atom 6 (C): -0.214

Version R
Formula: C5H6O2
Source: the Open Molecules 2025 dataset
Level of theory: ωB97M-V/def2-TZVPD

ORCA input file:
```
! RIJCOSX wB97M-V def2-TZVPD def2/J DEFGRID3
* xyz 0 1
C -1.69 1.08 -0.97
C -0.56 0.69 -0.81
C 0.76 0.21 -0.27
C 0.81 -1.09 -1.05
O -0.24 -1.42 -1.56
C 0.46 0.10 1.26
O -0.47 -0.91 1.54
H -2.52 1.75 -0.92
H 1.68 0.81 -0.38
H 1.71 -1.68 -1.27
H 0.07 1.10 1.52
H 1.34 -0.08 1.87
H -1.28 -0.69 1.07
*
```

Values from the calculation:
SMILES string = C#C[C@H](C=O)CO
lowest unoccupied orbital energy = 0.71 eV
HOMO energy = -9.748 eV

Löwdin population analysis, charges in e, atoms 1 to 6: atom 1 (C): 0.134, atom 2 (C): -0.137, atom 3 (C): -0.219, atom 4 (C): -0.203, atom 5 (O): 0.056, atom 6 (C): -0.241

Version S
Formula: C5H6O2
Source: the Open Molecules 2025 dataset
Level of theory: ωB97M-V/def2-TZVPD

ORCA input file:
```
! RIJCOSX wB97M-V def2-TZVPD def2/J DEFGRID3
* xyz 0 1
C -1.59 -1.30 0.10
C -0.85 -0.36 1.00
C -0.32 0.76 0.59
C 0.36 1.74 0.06
O 1.62 1.58 -0.51
C 2.08 0.37 -0.86
O 1.52 -0.69 -0.75
H -1.68 -0.89 -0.91
H -2.59 -1.53 0.48
H -1.03 -2.24 0.03
H -0.66 -0.68 2.03
H 0.06 2.78 0.03
H 3.08 0.49 -1.29
*
```

Values from the calculation:
SMILES string = CC=C=COC=O
lowest unoccupied orbital energy = 0.98 eV
HOMO energy = -9.364 eV

Löwdin population analysis, charges in e, atoms 1 to 6: atom 1 (C): -0.093, atom 2 (C): -0.149, atom 3 (C): -0.023, atom 4 (C): -0.104, atom 5 (O): -0.002, atom 6 (C): -0.321

version S (0.702 eV below the next structure)